A structure of composition C4H41N3O14 at a distorted geometry, computed with the ωB97M-V functional and the def2-TZVPD basis.

Last column: Löwdin charge in e.
Element x y z (Å)
C 0.292 1.720 -0.006  -0.207
N -0.473 0.452 -0.006  -0.041
C -0.288 -0.289 1.227  -0.251
N 0.376 -1.571 0.892  0.036
C 0.178 2.506 -1.339  -0.200
N 0.796 1.750 -2.451  -0.112
C 1.201 2.709 -3.498  -0.126
H 1.361 1.508 0.074  0.073
H -0.025 2.312 0.851  0.077
H -0.152 -0.127 -0.772  0.077
H 0.127 0.292 2.064  0.111
H -1.291 -0.539 1.620  0.111
H 1.296 -1.661 1.347  0.057
H -0.196 -2.337 1.234  0.066
H -0.898 2.654 -1.475  0.097
H 0.657 3.489 -1.285  0.120
H 0.154 1.055 -2.807  0.096
H 0.457 3.504 -3.677  0.080
H 2.164 3.200 -3.315  0.077
H 1.230 2.109 -4.411  0.079
H -1.221 3.482 2.335  -0.001
H -0.682 4.815 2.046  0.048
O -0.346 3.942 2.311  -0.094
H 3.491 2.831 0.846  0.040
H 2.293 3.333 1.716  0.036
O 3.190 2.987 1.754  -0.044
H 0.717 -2.336 -2.397  0.048
H -0.356 -2.185 -1.357  0.010
O -0.182 -2.011 -2.292  -0.065
H 3.219 -1.015 1.839  0.085
H 3.021 -2.435 2.345  0.137
O 3.223 -1.960 1.539  0.128
H -1.601 -0.933 -3.005  0.024
H -2.681 -1.445 -2.096  0.018
O -2.445 -0.656 -2.613  -0.070
H 3.366 1.230 2.497  0.039
H 2.084 0.481 2.859  0.046
O 3.041 0.361 2.804  -0.035
H 1.254 -4.824 -1.178  0.049
H 1.601 -3.416 -0.566  0.015
O 0.876 -4.024 -0.847  -0.073
H 1.984 -1.377 0.055  0.013
H 3.177 -2.112 0.583  -0.326
O 2.629 -2.061 -0.213  -0.118
H 2.590 1.456 -1.273  -0.005
H 3.840 0.576 -1.559  0.049
O 3.381 1.061 -0.866  -0.069
H -3.382 2.393 2.330  0.072
H -2.505 1.595 1.318  0.025
O -2.481 2.273 2.007  -0.041
H -5.139 0.170 0.945  0.039
H -4.026 -0.951 0.635  -0.012
O -4.714 -0.643 1.246  -0.078
H -2.693 -2.996 -0.154  0.021
H -4.181 -2.826 -0.024  0.075
O -3.413 -2.417 -0.464  -0.061
H -2.182 1.759 -0.615  -0.049
H -2.730 0.735 -1.593  -0.011
O -2.945 1.586 -1.156  -0.082
H -1.435 -4.934 1.472  0.060
H -0.593 -4.228 0.326  -0.002
O -1.477 -4.321 0.724  -0.066

The value obtained for the strongest force on any atom is 17.3 eV/Å. As for the energy above the lowest of the compared OMol25 structures with the same formula, charge and spin: 97.9 kcal/mol. Its electronic energy is -1394.47277 Ha. The orbital gap comes out at 0.332 Eh.